{"formula": "C17H17Br2HgNO", "method": "ωB97M-V/def2-TZVPD", "relative_energy_kcal_mol": 0.0, "species": ["C", "C", "C", "H", "C", "H", "H", "H", "C", "H", "H", "C", "H", "H", "C", "H", "H", "C", "H", "H", "Hg", "H", "Br", "C", "C", "C", "Br", "C", "C", "C", "C", "N", "C", "C", "O", "H", "H", "H", "H"], "positions_angstrom": [[-1.075, -0.186, -1.921], [-2.606, 1.045, 0.177], [-1.929, -1.324, -2.240], [-0.076, -0.208, -2.375], [-2.619, -0.252, 0.759], [-2.760, 1.870, 0.881], [-2.404, -1.080, -3.223], [-2.694, -0.262, 1.854], [-3.165, -1.653, -1.393], [-3.459, -2.688, -1.631], [-3.989, -1.012, -1.744], [-1.845, 1.088, -2.278], [-2.324, 0.997, -3.267], [-1.157, 1.940, -2.321], [-2.957, 1.404, -1.252], [-3.920, 0.971, -1.565], [-3.115, 2.495, -1.275], [-3.104, -1.541, 0.135], [-4.141, -1.703, 0.479], [-2.524, -2.380, 0.559], [-0.608, 0.292, 0.326], [-1.351, -2.189, -2.609], [3.446, 3.810, -1.063], [3.531, 2.309, 0.059], [4.695, 1.959, 0.731], [4.751, 0.838, 1.563], [6.382, 0.459, 2.483], [3.621, -0.011, 1.748], [3.601, -1.174, 2.549], [2.437, -1.905, 2.678], [1.288, -1.497, 1.997], [1.280, -0.382, 1.242], [2.413, 0.350, 1.084], [2.323, 1.526, 0.215], [1.231, 1.832, -0.354], [5.575, 2.576, 0.603], [4.511, -1.472, 3.054], [2.386, -2.793, 3.297], [0.348, -2.051, 2.040]], "atomic_forces_ev_per_a": [[0.90, 1.67, 0.87], [-2.95, -0.59, 0.98], [-0.69, -1.40, -2.41], [-0.47, -0.07, -0.21], [-2.58, 1.44, 0.28], [0.53, -0.29, -0.01], [0.03, -0.08, 0.18], [0.14, 0.08, -0.28], [-0.19, -0.22, 0.03], [-0.05, 0.35, 0.12], [0.22, -0.34, 0.18], [0.84, -0.09, 0.12], [0.11, 0.07, 0.12], [-0.08, -0.06, 0.04], [-0.09, 0.82, -0.09], [0.41, -0.06, 0.36], [-0.06, -0.34, 0.09], [0.55, -0.50, -0.29], [0.35, 0.21, 0.25], [-0.11, 0.26, -0.11], [3.97, -0.19, -2.24], [-0.05, -0.23, 1.11], [0.09, 0.05, 0.01], [-1.30, -1.40, 0.51], [-0.01, -0.70, 0.48], [-0.21, 0.25, -0.33], [-0.20, 0.05, -0.17], [0.36, 0.52, -0.24], [-0.42, -0.08, 0.01], [0.28, 0.00, -0.08], [-0.01, 1.14, -0.65], [0.21, -1.08, 1.05], [0.12, 0.31, -0.08], [0.59, 0.72, -0.15], [-0.58, -0.37, 0.44], [0.02, -0.05, 0.07], [-0.10, -0.01, 0.03], [0.12, 0.07, -0.09], [0.32, 0.14, 0.11]]}